No. 1
Density functional theory data (the ωB97M-V functional and the def2-TZVPD basis) for a cluster of 2 separate species, CH3FS in total.

Structure (XYZ):
```
6
Properties=species:S:1:pos:R:3:forces:R:3
C -0.09955 -0.43328 0.24312 1.9243 0.0357 -2.0568
F -1.14012 -0.08502 -0.44170 -2.2045 0.3351 -0.9164
S 1.33245 -0.62316 -0.71123 -0.8431 0.6326 -1.6247
H -0.63023 1.68291 1.57834 0.1375 -0.0998 -0.0637
H -0.16088 -0.42324 1.25753 -0.0860 -0.1523 2.6702
H 0.69834 -0.11821 -1.92605 1.0718 -0.7513 1.9913
```
Forces are in eV/Å.

E_LUMO (spin up / spin down): 0.50 / -0.67 eV
strongest force on any atom: 2.82 eV/Å
2S+1: 1
HOMO-LUMO gap (spin up / spin down): 10.9325 / 6.7116 eV
total energy: -14633.1493 eV

---

No. 2
Density functional theory data (the ωB97M-V functional and the def2-TZVPD basis) for the molecule C4H13N3O.

Structure (XYZ):
```
21
Properties=species:S:1:pos:R:3:forces:R:3
C 1.30139 -1.24030 0.21115 -0.0811 0.3015 -0.0604
C 0.75245 0.18610 0.20659 -0.2487 -0.1276 0.0072
N 1.45253 0.96343 -0.80157 0.0157 0.0499 -0.0555
N 0.97072 0.76804 1.53388 -0.0131 -0.0698 -0.0179
C -0.75775 0.23920 -0.20159 -0.3228 -0.8335 0.9464
C -1.03833 -0.30511 -1.59911 0.0157 0.1615 0.2967
N -1.70166 -0.40622 0.76535 0.6396 -1.2119 -0.4966
O -1.19096 1.56291 -0.04870 -3.0537 -0.1894 0.4468
H 1.34159 -1.62897 -0.80192 -0.0600 -0.0646 -0.0484
H 0.69323 -1.89730 0.83289 0.0239 -0.0506 0.0478
H 2.31632 -1.21950 0.60436 0.0402 -0.0371 0.0650
H 2.41410 1.09112 -0.50505 -0.0493 0.0623 0.0056
H 1.01848 1.87995 -0.86131 0.1323 0.0231 -0.0142
H 0.45540 1.64029 1.60597 -0.0102 -0.0775 0.0536
H 0.67222 0.14808 2.27856 0.0335 0.0380 -0.0024
H -0.81129 -1.36743 -1.65732 0.0754 -0.0791 -0.0749
H -2.09257 -0.16228 -1.83617 -0.0105 0.0276 0.0194
H -0.42698 0.23898 -2.31302 -0.0088 -0.0753 -0.0702
H -1.81681 -1.39775 0.58127 -0.0658 -0.0006 -0.0208
H -1.38501 -0.32511 1.72518 0.1399 0.1919 -0.0312
H -2.16708 1.23188 0.28055 2.8078 1.9612 -0.9961
```
Forces are in eV/Å.

E_LUMO: 0.87 eV
strongest force on any atom: 3.57 eV/Å
2S+1: 1
HOMO-LUMO gap: 10.1445 eV
total energy: -10876.7257 eV
structure (SMILES): CC(N)(N)[C@@](C)(N)O

---

No. 3
Density functional theory data (the ωB97M-V functional and the def2-TZVPD basis) for a structure of composition C34H35BCsN14O6S.

Structure (XYZ):
```
92
Properties=species:S:1:pos:R:3:forces:R:3
Cs -0.08951 0.45735 -0.93665 0.6960 0.8778 1.7613
C -1.39471 3.65065 3.37655 0.0457 0.1242 0.1588
C -1.43021 2.97365 2.15235 0.0251 0.1186 0.1401
N -0.94271 1.75555 2.28055 0.1068 -0.5265 -0.9179
N -0.58201 1.61055 3.55375 -0.0550 0.2728 0.4241
C -0.83991 2.73755 4.24475 -0.1134 0.2667 0.0867
B 0.05849 0.31165 4.05935 -0.1213 -0.0002 -0.2155
N 1.50779 0.20385 3.58205 0.1537 -0.4572 -0.1019
C 2.24749 -0.91935 3.56825 0.3213 -0.1271 0.0618
C 3.52209 -0.58695 3.17095 -0.0216 -0.2102 0.1439
C 3.45919 0.79535 2.96455 0.0037 -0.0513 0.0800
N 2.24709 1.25265 3.22315 -0.0517 1.0347 -0.2251
N -0.71111 -0.90375 3.54985 -0.1369 -0.0356 0.4025
C -1.84081 -1.43875 4.05135 -0.4293 -0.3244 0.0196
C -2.19431 -2.50605 3.25515 -0.0840 0.0757 0.1324
C -1.20661 -2.53165 2.26435 -0.0348 -0.0161 0.1321
N -0.32601 -1.56835 2.45515 0.5688 -0.0973 -0.8789
N 0.10589 0.37235 5.60735 0.3661 0.1681 0.1299
C 1.08279 0.98655 6.30185 0.1839 0.1084 0.2345
C 0.74649 0.95365 7.63705 0.1442 0.0961 -0.0396
C -0.48151 0.28545 7.65545 0.0711 0.0279 -0.0448
N -0.85111 -0.05005 6.43285 -0.7991 -0.2919 0.1008
H -1.72501 4.65015 3.59095 -0.0277 0.0856 0.0669
H -1.78341 3.32925 1.20175 -0.0853 -0.0353 -0.2108
H -0.63231 2.82695 5.29415 0.0564 -0.0823 0.1401
H 1.83749 -1.87185 3.83465 -0.1643 -0.1422 0.0011
H 4.35609 -1.25185 3.05575 0.1181 -0.0902 -0.0743
H 4.23959 1.46585 2.65195 0.0612 0.1381 -0.0847
H -2.29331 -1.04395 4.93955 -0.0165 0.0514 0.0409
H -3.02821 -3.17385 3.36695 -0.1348 0.0307 0.0338
H -1.10451 -3.21775 1.44155 0.0485 0.0167 -0.1521
H 1.92909 1.42015 5.80795 0.1987 0.0306 -0.1693
H 1.29959 1.34835 8.46775 0.1164 0.0614 0.0777
H -1.09661 0.03475 8.50055 -0.1467 -0.0685 0.0763
N 3.03229 -1.95285 0.03645 -0.1320 0.0839 0.0161
C 2.93209 -1.98825 -1.41455 0.1893 -0.1103 0.2227
C 4.25319 -2.60375 -1.92315 -0.2204 0.0653 -0.3255
C 4.40989 -2.81095 -3.42985 -0.0553 -0.2340 0.0808
C 3.31419 -3.68835 -4.03895 0.0553 -0.0716 -0.1515
N 2.07829 -2.95485 -4.09655 0.1390 0.3050 -0.0076
C 0.96209 -3.50475 -4.43235 -0.1399 -0.1335 -0.3920
N 0.84629 -4.84795 -4.77235 0.1114 0.1329 0.1179
N -0.16521 -2.77545 -4.51095 -0.1208 -0.1591 -0.1352
C 2.67609 -0.59675 -2.02005 0.4797 -0.3624 -0.0077
O 2.31549 -0.54855 -3.27805 -0.1586 0.1573 -0.1420
O 2.81269 0.40325 -1.34935 0.3926 0.2768 0.0176
H 2.11259 -1.87835 0.46125 0.0475 0.0453 0.1063
H 3.53309 -1.10685 0.30665 -0.1777 -0.1192 0.0391
H 2.10119 -2.63705 -1.70425 0.0534 0.0421 0.0704
H 4.34219 -3.57125 -1.42205 0.0370 0.0765 0.0537
H 5.06829 -1.96935 -1.56575 0.0427 -0.0181 0.0967
H 5.37419 -3.29915 -3.60035 0.0191 0.0425 -0.0314
H 4.43329 -1.85265 -3.94975 0.0018 0.0218 -0.0870
H 3.20649 -4.60045 -3.43255 0.0689 -0.0460 -0.0508
H 3.63119 -3.99095 -5.05265 0.0220 -0.0859 0.0932
H 2.16369 -1.51235 -3.66835 0.0376 -0.0616 0.0635
H 1.65759 -5.26955 -5.19715 -0.0626 0.0424 0.0882
H -0.02591 -5.08925 -5.21415 0.0597 -0.0286 -0.0286
H -0.21391 -1.91875 -3.94075 0.0223 -0.1853 0.0067
H -1.04611 -3.26715 -4.36135 0.0231 0.1515 0.1366
S 1.59329 5.60125 -1.54325 -0.8034 -1.4991 0.3505
C 2.30329 5.03415 -0.08065 -0.1429 -0.0597 -0.1697
C 1.79569 3.84555 0.34755 0.4571 -0.1004 0.6764
C 0.80029 3.35065 -0.51065 0.5092 1.2452 -0.2009
C 0.53339 4.12865 -1.56935 0.6940 1.0548 -0.0744
C -0.41621 3.93235 -2.62275 -0.8541 0.0868 -1.1533
C -0.56771 4.83495 -3.68645 0.1608 -0.2152 0.3897
C -1.50331 4.56445 -4.66235 -0.1696 -0.1448 -0.0886
C -2.26541 3.40775 -4.56535 0.1057 0.1915 -0.0199
C -2.04941 2.57775 -3.47465 -0.4476 -0.1565 -0.4121
N -1.16401 2.82645 -2.53515 0.4060 0.3002 0.3752
H 3.06979 5.63835 0.37055 0.1035 -0.0642 0.2049
H 2.11399 3.34245 1.24335 0.0644 -0.1185 0.2423
H 0.04799 5.72225 -3.73095 0.0016 0.0531 -0.0471
H -1.63791 5.24885 -5.49145 -0.0036 -0.0193 -0.0015
H -3.00681 3.15465 -5.30755 -0.0501 -0.0273 -0.0220
H -2.62101 1.66755 -3.35125 -0.0758 -0.1328 -0.0045
O -7.39351 -1.68745 -2.06175 -0.3807 -0.8449 -0.7235
C -7.07381 -0.74385 -1.34155 1.5297 0.1369 0.3334
O -7.75151 0.13695 -0.81115 -0.7832 0.7826 0.4832
C -5.52411 -0.63055 -1.04065 -0.9934 -0.0279 -0.1783
C -5.07211 0.13095 0.02685 0.3306 0.0085 0.0202
C -3.70631 0.20905 0.25285 -0.6039 0.1672 0.2532
N -2.82031 -0.37205 -0.53405 0.6529 0.0275 0.0414
C -3.24301 -1.09275 -1.55625 -0.4862 -0.5587 -0.6390
C -4.59551 -1.27505 -1.83785 0.4273 0.0038 0.1653
C -2.17871 -1.72255 -2.45865 -1.3593 -0.3269 0.3274
O -2.44811 -2.81215 -2.98125 -0.1535 -0.4258 -0.2458
O -1.12941 -1.05685 -2.60875 0.4479 -0.2409 -1.1714
H -5.77471 0.65415 0.65735 -0.1245 -0.0035 -0.0085
H -3.29991 0.76515 1.08825 0.0301 0.0691 0.1327
H -4.90521 -1.90695 -2.65565 -0.0872 -0.0175 -0.0153
```
Forces are in eV/Å.

E_LUMO (spin up / spin down): 3.29 / 2.60 eV
net charge: -2
strongest force on any atom: 2.09 eV/Å
2S+1: 2
HOMO-LUMO gap (spin up / spin down): 6.2267 / 5.5445 eV
total energy: -81037.2745 eV

---

No. 4
Density functional theory data (the ωB97M-V functional and the def2-TZVPD basis) for the molecule C27H25N3O6.

Structure (XYZ):
```
61
Properties=species:S:1:pos:R:3:forces:R:3
C -1.73557 4.57600 -5.12357 -0.0952 -0.0568 0.1261
C -2.64085 3.99147 -4.02990 -0.1269 0.1568 -0.1117
C -3.84494 3.28533 -4.66984 0.1380 0.0796 0.0849
C -3.16309 5.14745 -3.17280 0.1064 -0.2102 -0.1122
C -1.84318 2.97935 -3.22599 0.0235 0.0084 0.1502
C -1.60427 3.11739 -1.86309 -0.1111 0.0663 -0.0926
C -0.86759 2.18121 -1.16109 0.1227 -0.2692 -0.0402
C -0.33573 1.07199 -1.81038 -0.1312 0.3423 -0.2265
C 0.53547 0.08163 -1.13701 -0.0515 -0.3197 -0.1285
O 1.39294 -0.55289 -1.71448 -0.1202 0.0409 -0.0850
N 0.28768 -0.08597 0.20753 -0.1710 0.0149 0.2227
C 1.14201 -0.78511 1.07922 0.7223 0.1440 0.0918
C 2.47487 -0.63082 1.09240 -0.6035 -0.2394 0.1408
C 3.22050 0.31222 0.26922 0.3481 0.3614 -0.2392
C 4.42367 -0.07068 -0.32573 -0.2077 0.0690 0.0975
C 5.10991 0.78987 -1.16608 -0.0375 0.0030 0.0168
C 4.61402 2.05257 -1.43195 -0.1915 0.2494 0.0007
C 3.43040 2.44598 -0.81767 0.5132 -1.2667 0.2506
N 2.88035 3.74783 -1.09115 -0.2602 0.5975 -0.1134
O 3.51499 4.49415 -1.80490 0.1269 0.1694 -0.1498
O 1.80380 4.02001 -0.59825 -0.2085 0.1309 0.1047
C 2.74479 1.59873 0.03722 0.1378 0.2396 -0.0168
C 0.52217 -1.80102 1.98756 -0.0016 0.0486 -0.0983
O 1.06446 -2.16325 3.00870 0.0448 -0.1051 0.1102
N -0.68428 -2.24968 1.53093 -0.1014 0.1970 -0.4325
C -1.53553 -3.20250 2.09348 -0.2174 -0.2840 0.2300
C -2.65353 -3.58937 1.35309 0.1284 0.0227 0.0976
C -3.54336 -4.51867 1.85889 0.0468 0.0428 -0.0037
C -3.33205 -5.07279 3.10725 0.1265 -0.0573 0.2557
C -2.21871 -4.68852 3.85049 -0.1410 0.1514 -0.4264
C -2.02188 -5.30162 5.18528 -0.2799 -0.4339 0.4039
O -2.75535 -6.12735 5.67068 0.0042 0.0517 -0.0876
O -0.93599 -4.85024 5.82500 0.4817 0.3192 0.0621
C -1.31787 -3.75473 3.35050 0.0439 -0.0582 0.1379
C -0.55565 0.93335 -3.17926 0.0655 -0.0827 0.1123
C -1.30316 1.86428 -3.86710 0.0362 -0.0515 0.0419
H -1.39171 3.80676 -5.80937 0.0565 -0.0728 -0.0962
H -2.27865 5.32459 -5.69608 -0.0620 0.0856 -0.0868
H -0.86401 5.04854 -4.67596 0.1089 0.0665 0.0080
H -4.47967 2.85012 -3.90047 -0.0919 -0.0568 0.0516
H -4.43502 3.99963 -5.23951 -0.0761 0.0781 -0.0830
H -3.53098 2.49204 -5.34238 0.0090 -0.1017 -0.0849
H -3.82695 4.78761 -2.38989 -0.0656 0.0076 0.1264
H -2.34324 5.70094 -2.72167 0.0600 0.0942 0.1039
H -3.72653 5.83542 -3.79958 -0.0470 0.0552 -0.0570
H -1.97869 3.97107 -1.32395 -0.0617 0.1267 0.0211
H -0.67843 2.35901 -0.11222 0.0570 0.0120 0.1009
H -0.52164 0.36524 0.60886 0.0907 0.0144 -0.1159
H 3.04049 -1.29586 1.72968 -0.0472 -0.0948 0.0858
H 4.80478 -1.06418 -0.14488 0.0544 -0.1121 0.0256
H 6.03114 0.46878 -1.62711 0.0681 -0.0149 -0.0448
H 5.11659 2.73325 -2.10126 0.0286 0.0161 -0.0074
H 1.84801 1.95888 0.51632 -0.0260 -0.0208 -0.0164
H -0.95356 -1.93467 0.60684 0.1558 -0.0081 0.2039
H -2.82047 -3.15884 0.37504 -0.0129 0.0454 -0.0988
H -4.40269 -4.80948 1.27409 -0.0644 -0.0212 -0.0450
H -4.01107 -5.80019 3.52339 -0.0546 -0.0599 0.0310
H -0.85460 -5.28657 6.68719 -0.2527 -0.0716 -0.2020
H -0.45628 -3.46734 3.92907 -0.0024 0.0160 -0.0266
H -0.12435 0.08358 -3.68702 0.0516 -0.0559 -0.0510
H -1.45575 1.72187 -4.92587 -0.0359 0.0007 -0.1167
```
Forces are in eV/Å.

E_LUMO: -0.57 eV
strongest force on any atom: 1.39 eV/Å
2S+1: 1
HOMO-LUMO gap: 8.2599 eV
total energy: -45159.3493 eV
structure (SMILES): CC(C)(C)c1ccc(C(=O)N/C(=C\c2cccc([N+](=O)[O-])c2)C(=O)Nc2cccc(C(=O)O)c2)cc1

---

- The lowest total energy belongs to which entry?
  C34H35BCsN14O6S